{"formula": "C22H36IrN3S3Si", "method": "ωB97M-V/def2-TZVPD", "s_squared": 0.76, "relative_energy_kcal_mol": 4.10, "gap_ev": [7.2, 6.4], "spin_multiplicity": 2, "homo_ev": [-17.00, -17.01], "total_charge": 3, "total_energy_ev": -71066.4160, "species": ["Ir", "C", "C", "S", "C", "C", "S", "C", "C", "S", "H", "H", "H", "H", "H", "H", "H", "H", "H", "H", "H", "H", "N", "C", "C", "N", "C", "C", "N", "H", "H", "H", "H", "H", "H", "H", "H", "H", "H", "H", "H", "H", "C", "C", "C", "C", "C", "C", "Si", "C", "C", "C", "C", "C", "C", "H", "H", "H", "H", "H", "H", "H", "H", "H", "H", "H"], "xyz": [[0.440, -0.632, 0.531], [3.348, -2.722, 0.164], [2.061, -3.525, 0.164], [0.612, -2.743, -0.597], [1.131, -2.508, -2.318], [0.823, -1.111, -2.779], [1.384, 0.185, -1.663], [3.192, -0.036, -1.770], [3.887, 0.004, -0.430], [3.101, -1.037, 0.793], [3.811, -2.664, -0.820], [4.061, -3.214, 0.827], [1.736, -3.753, 1.181], [2.209, -4.482, -0.341], [0.552, -3.211, -2.920], [2.179, -2.792, -2.402], [-0.249, -0.942, -2.873], [1.265, -0.918, -3.760], [3.556, 0.791, -2.382], [3.383, -0.960, -2.311], [3.872, 1.007, 0.000], [4.933, -0.293, -0.523], [-1.298, -1.846, 1.322], [-1.451, -1.877, 2.795], [-0.094, -2.206, 3.374], [0.858, -1.196, 2.881], [0.933, 0.054, 3.677], [0.178, 1.149, 2.959], [0.684, 1.200, 1.563], [-2.169, -1.533, 0.897], [-1.154, -2.803, 1.006], [-2.193, -2.613, 3.107], [-1.797, -0.898, 3.121], [0.241, -3.189, 3.033], [-0.141, -2.238, 4.464], [1.783, -1.609, 2.865], [1.986, 0.325, 3.776], [0.538, -0.079, 4.685], [0.318, 2.102, 3.471], [-0.890, 0.955, 2.903], [1.673, 1.441, 1.604], [0.197, 1.964, 1.085], [-2.399, 4.515, 1.856], [-1.397, 4.510, 0.891], [-1.138, 3.356, 0.169], [-1.872, 2.179, 0.408], [-2.875, 2.204, 1.388], [-3.132, 3.364, 2.108], [-1.606, 0.596, -0.499], [-1.716, 0.775, -2.326], [-2.622, -0.087, -2.967], [-2.779, -0.054, -4.346], [-2.049, 0.850, -5.104], [-1.155, 1.720, -4.486], [-0.992, 1.689, -3.112], [-2.623, 5.426, 2.395], [-0.837, 5.413, 0.685], [-0.378, 3.388, -0.607], [-3.479, 1.323, 1.579], [-3.916, 3.371, 2.854], [-2.701, -0.325, -0.120], [-3.223, -0.781, -2.390], [-3.482, -0.724, -4.824], [-2.200, 0.902, -6.174], [-0.606, 2.441, -5.078], [-0.318, 2.403, -2.657]]}



{"formula": "C69H88F6N14O13S6", "method": "ωB97M-V/def2-TZVPD", "s_squared": 0.76, "relative_energy_kcal_mol": 23.15, "gap_ev": 3.9, "spin_multiplicity": 2, "homo_ev": -18.79, "total_charge": 7, "total_energy_ev": -201685.5333, "species": ["C", "C", "C", "C", "C", "C", "N", "O", "C", "C", "C", "H", "H", "H", "H", "H", "H", "H", "H", "H", "H", "H", "H", "H", "H", "H", "H", "H", "H", "C", "N", "C", "C", "C", "C", "C", "C", "C", "C", "N", "C", "C", "C", "H", "H", "H", "H", "H", "H", "H", "H", "H", "H", "H", "H", "H", "H", "C", "N", "C", "C", "C", "C", "C", "C", "C", "C", "N", "C", "C", "C", "H", "H", "H", "H", "H", "H", "H", "H", "H", "H", "H", "H", "H", "H", "C", "N", "C", "C", "C", "C", "C", "C", "C", "C", "N", "C", "C", "C", "H", "H", "H", "H", "H", "H", "H", "H", "H", "H", "H", "H", "H", "H", "C", "N", "C", "C", "C", "C", "C", "C", "C", "C", "N", "C", "C", "C", "H", "H", "H", "H", "H", "H", "H", "H", "H", "H", "H", "H", "H", "H", "C", "N", "C", "C", "C", "C", "C", "C", "C", "C", "N", "C", "C", "C", "H", "H", "H", "H", "H", "H", "H", "H", "H", "H", "H", "H", "H", "H", "N", "S", "O", "O", "F", "S", "O", "O", "F", "N", "S", "O", "O", "F", "S", "O", "O", "F", "N", "S", "O", "O", "F", "S", "O", "O", "F"], "xyz": [[11.134, 16.752, -0.643], [10.625, 15.425, -1.308], [12.000, 14.743, -1.683], [11.780, 13.228, -1.955], [11.160, 12.521, -0.793], [9.750, 13.103, -0.407], [9.880, 14.580, -0.267], [8.806, 15.209, 0.494], [9.565, 12.462, 0.958], [8.645, 12.506, -1.367], [9.814, 15.708, -2.556], [10.336, 17.487, -0.744], [11.960, 17.211, -1.187], [11.360, 16.786, 0.423], [12.699, 14.780, -0.848], [12.381, 15.224, -2.584], [12.759, 12.796, -2.165], [11.242, 13.100, -2.894], [11.828, 12.798, 0.023], [11.244, 11.436, -0.848], [10.449, 12.601, 1.582], [9.337, 11.411, 1.134], [8.824, 12.797, 1.683], [8.971, 11.774, -2.106], [7.991, 13.193, -1.904], [7.952, 11.956, -0.730], [9.452, 14.761, -2.956], [10.487, 16.198, -3.260], [9.013, 16.437, -2.435], [6.051, 7.704, 5.723], [5.898, 8.791, 4.761], [4.645, 8.854, 4.214], [4.433, 9.819, 3.196], [5.490, 10.616, 2.783], [6.721, 10.555, 3.406], [6.910, 9.628, 4.443], [5.287, 11.521, 1.603], [5.733, 12.851, 1.645], [5.587, 13.716, 0.512], [5.284, 13.215, -0.695], [4.920, 11.932, -0.827], [4.881, 11.135, 0.368], [5.248, 14.034, -1.897], [6.483, 6.864, 5.180], [5.093, 7.369, 6.122], [6.671, 8.300, 6.393], [3.936, 8.049, 4.338], [3.516, 9.761, 2.628], [7.466, 11.266, 3.081], [7.800, 9.474, 5.034], [6.115, 13.200, 2.593], [5.751, 14.784, 0.534], [4.511, 11.672, -1.792], [4.690, 10.093, 0.159], [5.218, 15.092, -1.634], [4.487, 13.629, -2.563], [6.203, 13.862, -2.393], [7.984, 18.498, -9.221], [9.268, 18.307, -8.596], [9.306, 17.440, -7.586], [10.487, 17.291, -6.866], [11.619, 18.071, -7.144], [11.534, 19.058, -8.173], [10.369, 19.021, -8.945], [12.777, 18.003, -6.248], [12.787, 18.691, -5.004], [13.947, 18.512, -4.202], [15.019, 17.747, -4.584], [14.944, 16.940, -5.722], [13.848, 17.117, -6.566], [16.121, 17.603, -3.609], [7.348, 19.285, -8.815], [7.424, 17.564, -9.188], [8.128, 18.614, -10.295], [8.384, 16.934, -7.340], [10.449, 16.509, -6.122], [12.219, 19.868, -8.379], [10.288, 19.564, -9.875], [11.978, 19.308, -4.641], [14.244, 19.127, -3.365], [15.828, 16.351, -5.917], [13.811, 16.526, -7.469], [16.609, 16.629, -3.642], [15.811, 17.746, -2.574], [16.731, 18.462, -3.889], [6.725, 12.405, -9.426], [7.239, 11.769, -8.220], [7.228, 10.472, -8.032], [7.763, 9.933, -6.881], [8.260, 10.742, -5.826], [8.228, 12.119, -6.074], [7.699, 12.629, -7.276], [8.939, 10.135, -4.638], [8.224, 9.303, -3.825], [8.707, 8.651, -2.810], [10.043, 8.761, -2.469], [10.811, 9.657, -3.213], [10.270, 10.300, -4.331], [10.499, 7.888, -1.364], [6.552, 11.581, -10.118], [7.475, 13.022, -9.921], [5.761, 12.872, -9.228], [6.772, 9.962, -8.868], [7.751, 8.855, -6.832], [8.745, 12.768, -5.382], [7.684, 13.659, -7.601], [7.207, 9.031, -4.068], [8.242, 7.803, -2.330], [11.889, 9.677, -3.143], [10.937, 10.882, -4.948], [10.925, 6.982, -1.795], [9.678, 7.631, -0.695], [11.359, 8.305, -0.840], [6.066, 24.594, 5.801], [6.697, 23.324, 5.443], [5.891, 22.379, 4.821], [6.415, 21.158, 4.363], [7.821, 20.993, 4.561], [8.577, 21.937, 5.248], [8.053, 23.193, 5.619], [8.469, 19.624, 4.403], [8.793, 19.200, 3.155], [9.273, 17.941, 2.923], [9.408, 17.056, 3.908], [9.065, 17.330, 5.149], [8.562, 18.660, 5.423], [9.955, 15.753, 3.590], [6.795, 25.205, 6.332], [5.135, 24.399, 6.332], [5.825, 24.966, 4.805], [4.850, 22.664, 4.783], [5.684, 20.448, 4.004], [9.583, 21.667, 5.535], [8.601, 23.967, 6.136], [8.740, 19.885, 2.322], [9.382, 17.503, 1.942], [9.118, 16.580, 5.925], [8.342, 18.953, 6.439], [10.505, 15.363, 4.447], [10.671, 15.769, 2.768], [9.136, 15.069, 3.372], [14.056, 10.300, -5.314], [14.903, 11.289, -4.601], [14.502, 12.617, -4.686], [15.309, 13.549, -3.967], [16.320, 13.183, -3.103], [16.762, 11.848, -3.204], [16.059, 10.911, -4.004], [16.778, 14.120, -2.000], [15.861, 14.725, -1.140], [16.318, 15.702, -0.225], [17.595, 16.128, -0.232], [18.546, 15.399, -0.961], [18.172, 14.350, -1.826], [18.059, 17.221, 0.614], [14.035, 9.369, -4.747], [14.540, 10.109, -6.272], [13.016, 10.619, -5.390], [13.550, 12.894, -5.113], [14.988, 14.579, -3.922], [17.490, 11.433, -2.522], [16.481, 9.920, -4.087], [14.808, 14.533, -1.283], [15.535, 16.144, 0.372], [19.589, 15.674, -0.911], [18.892, 13.868, -2.471], [17.314, 17.991, 0.815], [18.808, 17.736, 0.012], [18.659, 16.791, 1.416], [15.315, 9.801, 0.972], [14.401, 10.535, 0.022], [14.274, 11.995, 0.185], [13.249, 9.796, -0.513], [15.434, 10.484, -1.161], [14.349, 10.100, 2.256], [13.047, 9.406, 2.442], [14.598, 11.344, 3.016], [15.313, 9.288, 3.258], [9.725, 20.912, -4.399], [8.634, 19.842, -3.669], [7.413, 19.433, -4.360], [8.519, 20.021, -2.226], [9.610, 18.545, -3.827], [8.867, 21.542, -5.438], [7.736, 22.289, -5.065], [8.736, 20.781, -6.698], [9.978, 22.655, -5.826], [15.513, 16.355, 2.681], [14.227, 15.401, 3.257], [13.001, 16.123, 3.561], [14.449, 14.272, 4.196], [13.797, 14.685, 1.853], [16.513, 16.076, 3.785], [17.406, 14.929, 3.437], [16.260, 16.463, 5.183], [17.433, 17.373, 3.481]]}



{"formula": "C5H10O", "method": "ωB97M-V/def2-TZVPD", "relative_energy_kcal_mol": 22.38, "gap_ev": 10.9, "homo_ev": -9.92, "smiles": "CCC1(O)CC1", "total_energy_ev": -7393.7947, "species": ["C", "C", "C", "O", "C", "C", "H", "H", "H", "H", "H", "H", "H", "H", "H", "H"], "xyz": [[-0.744, -0.118, -1.900], [-0.486, 0.684, -0.627], [-0.055, -0.201, 0.524], [-0.967, -1.218, 0.854], [1.379, -0.594, 0.667], [0.753, 0.369, 1.651], [-1.099, 0.523, -2.714], [-1.498, -0.888, -1.711], [0.170, -0.620, -2.234], [-1.394, 1.231, -0.335], [0.290, 1.440, -0.800], [-1.624, -0.827, 1.444], [1.569, -1.603, 1.018], [2.097, -0.210, -0.052], [0.546, -0.015, 2.647], [1.038, 1.417, 1.615]]}



{"formula": "C17H32HgNP", "method": "ωB97M-V/def2-TZVPD", "gap_ev": 6.3, "homo_ev": -6.49, "total_energy_ev": -33095.5398, "species": ["C", "C", "C", "C", "C", "C", "C", "C", "N", "Hg", "C", "P", "H", "H", "H", "H", "H", "H", "H", "H", "C", "C", "H", "C", "C", "H", "H", "H", "H", "H", "H", "H", "H", "H", "H", "H", "H", "H", "H", "C", "C", "C", "C", "H", "H", "H", "H", "H", "H", "H", "H", "H"], "xyz": [[-2.495, 0.608, -3.512], [-2.286, -0.632, -2.839], [-1.490, -0.684, -1.707], [-0.958, 0.463, -1.181], [-1.130, 1.702, -1.892], [-1.966, 1.789, -3.001], [-1.360, -2.087, -1.125], [0.023, -2.702, -0.981], [1.030, -1.643, -0.748], [-0.083, 0.430, 0.772], [-0.509, 2.981, -1.329], [1.174, 2.591, -0.771], [-2.837, -1.501, -3.126], [-2.335, 2.775, -3.356], [-3.187, 0.624, -4.314], [-1.194, 3.370, -0.514], [-0.492, 3.817, -2.081], [-1.898, -1.990, -0.164], [-1.988, -2.727, -1.779], [-0.026, -3.341, -0.090], [1.694, 3.923, 0.360], [2.059, 2.479, -2.329], [0.260, -3.305, -1.883], [1.588, -1.169, -2.019], [2.132, -2.114, 0.079], [0.111, 1.784, 1.909], [2.041, -1.982, -2.635], [0.757, -0.714, -2.569], [2.350, -0.419, -1.753], [2.697, -2.902, -0.448], [2.829, -1.277, 0.287], [1.728, -2.510, 1.024], [2.111, 3.483, -2.764], [3.067, 2.113, -2.102], [1.504, 1.815, -3.018], [1.821, 4.862, -0.198], [0.945, 4.055, 1.164], [2.660, 3.584, 0.775], [1.148, 1.435, 1.591], [-1.833, -1.485, 4.539], [-0.757, -0.876, 3.621], [0.715, -1.295, 3.926], [-0.979, -1.163, 2.126], [-1.885, -2.599, 4.527], [-2.853, -1.091, 4.313], [-1.580, -1.122, 5.556], [-0.882, 0.222, 3.805], [0.818, -2.376, 3.770], [1.465, -0.792, 3.290], [0.882, -1.046, 4.974], [-0.511, -2.122, 1.792], [-2.098, -1.241, 2.026]]}